Density functional theory data (the ωB97M-V functional and the def2-TZVPD basis) for a cluster of 2 separate species, C28H27N2O in total.

Output
**Total charge**: +1
**Kohn-Sham gap**: 3.73 eV

CARTESIAN COORDINATES (ANGSTROEM)
H: -0.2265 0.6611 -0.2047
C: -0.3352 1.3707 0.6585
H: -0.0515 2.3627 0.2579
C: -1.7485 1.3634 1.1141
C: -2.1210 0.7817 2.2782
N: -1.2124 0.4620 3.2515
C: -1.6410 -0.1000 4.4874
C: -2.6114 -1.1107 4.4942
C: -2.9437 -1.7261 5.6975
C: -2.4697 -1.2188 6.9144
C: -2.9386 -1.8206 8.2050
C: -1.5417 -0.1662 6.8976
C: -1.0499 0.3209 5.6853
C: 0.1313 0.6341 2.9985
C: 0.5927 0.9294 1.7593
C: 2.0085 0.5731 1.4812
N: 2.5250 1.0075 0.2826
O: 2.6539 -0.1220 2.2647
H: -2.5134 1.7964 0.4685
H: -3.1638 0.5868 2.5468
H: -3.0622 -1.4395 3.5564
H: -3.5955 -2.6011 5.7072
H: -2.7020 -1.1665 9.0473
H: -4.0200 -1.9888 8.1806
H: -2.4610 -2.7910 8.3846
H: -1.1934 0.2650 7.8393
H: -0.2334 1.0466 5.6549
H: 0.7650 0.3732 3.8506
H: 2.1135 1.7535 -0.2576
H: 3.5088 0.8286 0.1384
C: 2.2971 -0.4120 -2.9162
C: 3.5117 -0.3864 -3.6661
C: 4.7615 -0.6708 -3.0529
C: 5.9393 -0.6250 -3.7864
C: 5.9158 -0.3300 -5.1619
C: 4.6895 -0.0570 -5.7872
C: 3.5100 -0.0638 -5.0530
C: 1.0479 -0.1590 -3.4814
C: -0.1204 0.0716 -2.7658
C: -1.3955 0.1776 -3.4074
C: -2.5221 0.7718 -2.7764
C: -3.7076 0.9640 -3.4761
C: -3.8202 0.5508 -4.8139
C: -2.7392 -0.0855 -5.4370
C: -1.5570 -0.2989 -4.7407
H: 2.3414 -0.6479 -1.8509
H: 4.7785 -0.9329 -1.9914
H: 6.8989 -0.8187 -3.3017
H: 6.8392 -0.3014 -5.7442
H: 4.6502 0.1706 -6.8539
H: 2.5705 0.1795 -5.5461
H: 0.9785 -0.1285 -4.5732
H: -0.0484 0.2040 -1.6884
H: -2.4290 1.0861 -1.7314
H: -4.5586 1.4324 -2.9835
H: -4.7457 0.7112 -5.3705
H: -2.8107 -0.4312 -6.4658
H: -0.7384 -0.8360 -5.2172

Cartesian forces (eV/Å) of the 2 atoms listed first:
-0.1 0.6 0.8
0.6 -0.1 -0.6

Density functional theory data (the ωB97M-V functional and the def2-TZVPD basis) for a structure of composition C28H27N3PdSSi.

Output
**Spin multiplicity**: 3
**Kohn-Sham gap (alpha / beta)**: 5.33 / 5.33 eV
**<S²>**: 2.007

CARTESIAN COORDINATES (ANGSTROEM)
C: -0.1621 -2.2013 1.0659
C: 1.2201 -1.8203 1.1163
C: 1.5659 -1.5698 2.4809
H: 1.9053 -1.7251 0.2796
C: 0.4005 -1.8069 3.2648
C: -0.6692 -2.1790 2.3972
H: -1.6839 -2.4294 2.7094
H: -0.7373 -2.4544 0.1777
H: 2.5337 -1.2321 2.8451
H: 0.3568 -1.7732 4.3465
Pd: 0.0506 -0.3106 1.8674
C: 0.4624 0.1460 -1.0916
H: 1.2808 0.1686 -0.3675
H: -0.3537 -0.5314 -0.8381
H: 0.0783 1.1584 -1.2399
Si: 1.1558 -0.5264 -3.0041
C: 0.3415 0.4657 -4.3581
C: 0.3971 -0.0212 -5.6803
H: 0.9736 -0.9195 -5.9108
C: -0.3051 0.6245 -6.7052
H: -0.2754 0.2117 -7.7144
C: -1.0381 1.7870 -6.4438
H: -1.5828 2.2903 -7.2445
C: -1.0583 2.3001 -5.1427
H: -1.6181 3.2091 -4.9276
C: -0.3689 1.6527 -4.1090
H: -0.3892 2.0680 -3.1010
C: 2.9978 -0.2536 -2.9211
C: 3.7744 -0.5139 -4.0674
H: 3.2859 -0.6817 -5.0317
C: 5.1684 -0.5925 -3.9808
H: 5.7524 -0.8441 -4.8683
C: 5.8175 -0.3499 -2.7629
H: 6.9040 -0.4321 -2.6876
C: 5.0573 0.0105 -1.6444
H: 5.5485 0.2325 -0.6960
C: 3.6625 0.0776 -1.7252
H: 3.0947 0.3785 -0.8460
H: 0.8700 -2.1343 -3.3722
H: 1.3639 -1.8140 -4.0339
N: -3.6112 0.8821 4.1258
C: -2.9585 0.4843 5.2832
C: -3.4634 0.0777 6.5093
C: -2.5603 -0.4976 7.4209
C: -1.1918 -0.5959 7.1101
C: -0.7000 -0.1803 5.8670
C: -1.6100 0.2980 4.9159
N: -1.4937 0.5474 3.5537
C: -2.7191 0.9003 3.0993
C: -3.0511 1.2542 1.7338
C: -4.2258 1.8638 1.3030
S: -4.1783 2.1591 -0.3874
C: -2.5897 1.4292 -0.4452
N: -2.1347 1.0131 0.7185
H: -4.5931 1.1174 4.0392
H: -4.5269 0.2025 6.7187
H: -2.9218 -0.8721 8.3814
H: -0.5024 -1.0138 7.8481
H: 0.3580 -0.2142 5.6063
H: -5.0502 2.1353 1.9490
H: -2.0537 1.3453 -1.3853

Cartesian forces (eV/Å) of the 2 atoms listed first:
-0.7 -2.1 -0.3
1.2 -0.8 -0.3

Density functional theory data (the ωB97M-V functional and the def2-TZVPD basis) for a structure of composition C28H27N3SSiTa.

Output
**Total charge**: +3
**Kohn-Sham gap (alpha / beta)**: 3.76 / 3.77 eV

CARTESIAN COORDINATES (ANGSTROEM)
C: 0.1632 -1.2771 2.3377
C: 1.4589 -1.2689 1.7589
C: 2.1102 -0.0208 2.0546
H: 1.9234 -2.1718 1.3511
C: 1.2277 0.6878 2.9609
C: 0.0231 -0.0879 3.1076
H: -0.7531 0.1131 3.8386
H: -0.5943 -2.0750 2.3122
H: 3.1430 0.2837 1.8032
H: 1.4177 1.6138 3.4973
Ta: 0.2841 0.6125 1.0620
C: -0.2230 1.3533 -0.8608
H: 0.0821 2.3993 -0.7858
H: -1.2928 1.0434 -0.8805
H: 0.2610 0.6202 -1.5355
Si: 0.5229 -2.2725 -1.7276
C: -0.8111 -1.9941 -3.1001
C: -1.4033 -3.2765 -3.1469
H: -1.1828 -4.0322 -2.3721
C: -2.1982 -3.6748 -4.2225
H: -2.5642 -4.6917 -4.2124
C: -2.5583 -2.7985 -5.2457
H: -3.3184 -3.0652 -5.9842
C: -1.9554 -1.5436 -5.2492
H: -2.1901 -0.8569 -6.0606
C: -1.1277 -1.1175 -4.1844
H: -0.7694 -0.0827 -4.2244
C: 2.1873 -1.8437 -2.3051
C: 2.5010 -2.9498 -3.0916
H: 1.7583 -3.4043 -3.7303
C: 3.7560 -3.5092 -2.9319
H: 3.9534 -4.4735 -3.3807
C: 4.7006 -2.8736 -2.1214
H: 5.6860 -3.3287 -1.9976
C: 4.4233 -1.6262 -1.5482
H: 5.1758 -1.0768 -0.9951
C: 3.1517 -1.0774 -1.6619
H: 2.8667 -0.1160 -1.2536
H: 0.6100 -1.0841 -0.6357
H: 0.5634 -3.5799 -1.0724
N: -1.8446 3.9551 2.4972
C: -2.8554 3.0796 2.9009
C: -3.7509 3.1993 3.9397
C: -4.4323 2.0307 4.3269
C: -4.1054 0.7862 3.7422
C: -3.1203 0.6392 2.7656
C: -2.5417 1.8331 2.3603
N: -1.3041 1.9460 1.7427
C: -0.9084 3.2537 1.8011
C: 0.4537 3.6766 1.5405
C: 1.1092 4.8514 1.8646
S: 2.7858 4.7389 1.3726
C: 2.5820 3.0468 0.9766
N: 1.3157 2.6465 1.1276
H: -1.7907 4.9370 2.7485
H: -3.8665 4.1633 4.4305
H: -5.2302 2.0888 5.0856
H: -4.6074 -0.1082 4.0915
H: -2.7752 -0.3094 2.3457
H: 0.5748 5.7066 2.2660
H: 3.3030 2.3628 0.5077

Cartesian forces (eV/Å) of the 2 atoms listed first:
-0.1 -0.2 1.2
1.1 -0.7 1.0

Density functional theory data (the ωB97M-V functional and the def2-TZVPD basis) for a structure of composition C28H27N4O4STl.

Output
**Kohn-Sham gap**: 8.16 eV

CARTESIAN COORDINATES (ANGSTROEM)
Tl: 15.6632 11.7891 10.0020
C: 17.9519 7.9327 12.5295
C: 17.1834 7.6524 13.6479
C: 16.1993 8.5747 13.9850
C: 15.9719 9.6803 13.1468
N: 16.7324 9.9851 12.0963
C: 17.6880 9.1256 11.8486
C: 14.9417 10.7035 13.5730
C: 14.4814 10.7140 14.8634
C: 13.6688 11.7554 15.2991
C: 13.3099 12.7776 14.3395
C: 13.7758 12.5829 13.0410
N: 14.5812 11.6020 12.6252
H: 18.6670 7.2637 12.0563
H: 17.3799 6.7213 14.2189
H: 15.5278 8.2571 14.7918
H: 18.2356 9.3694 10.9754
H: 14.6793 9.8261 15.5026
H: 13.3657 11.8096 16.3537
H: 12.7178 13.6318 14.5888
H: 13.4740 13.2434 12.2540
C: 10.7298 10.4380 12.5157
N: 11.0939 9.4338 11.5387
N: 12.3187 8.7730 11.8473
C: 13.2651 9.0248 10.8085
O: 14.3933 8.4947 10.7033
C: 12.6006 9.8523 9.8997
C: 11.3383 10.0463 10.3224
C: 10.2573 10.7461 9.5860
C: 12.2965 7.7519 12.8276
C: 13.3946 6.9024 12.9832
C: 13.4297 5.9589 13.9596
C: 12.3872 5.8194 14.8182
C: 11.2186 6.6026 14.5844
C: 11.1476 7.5581 13.5901
H: 10.8141 10.0526 13.5604
H: 9.7057 10.7143 12.2819
H: 11.4549 11.2592 12.3552
H: 12.9662 10.2789 8.9525
H: 9.7603 10.1233 8.7765
H: 10.5771 11.6498 9.0676
H: 9.5014 10.9546 10.2856
H: 14.2714 7.0238 12.3478
H: 14.3367 5.3422 14.0602
H: 12.3946 5.0333 15.5181
H: 10.3526 6.4230 15.2081
H: 10.1906 7.9366 13.2710
C: 8.4277 12.3616 5.8383
C: 9.6711 12.7563 6.6087
C: 10.8745 12.4120 6.0722
C: 12.0442 12.7931 6.7564
C: 11.9589 13.5626 7.9285
C: 10.6918 13.9674 8.4254
C: 9.5691 13.5532 7.7551
S: 13.4742 14.0397 8.7114
O: 13.4308 15.4808 8.8546
O: 14.6554 13.6475 7.9092
O: 13.4255 13.2832 9.9852
H: 8.4637 11.2976 5.7916
H: 8.3673 12.7772 4.8148
H: 7.4467 12.5017 6.3207
H: 10.9966 11.8881 5.1234
H: 13.0481 12.5868 6.4627
H: 10.6790 14.6568 9.2979
H: 8.5905 13.7580 8.0824

Cartesian forces (eV/Å) of the 2 atoms listed first:
-0.3 0.1 0.0
-0.2 0.5 -0.6

Density functional theory data (the ωB97M-V functional and the def2-TZVPD basis) for a structure of composition C28H27N9S2SeV.

Output
**Total charge**: +2
**Spin multiplicity**: 4
**Kohn-Sham gap (alpha / beta)**: 6.62 / 6.60 eV
**<S²>**: 3.771

CARTESIAN COORDINATES (ANGSTROEM)
V: 0.0347 0.1373 -0.1304
C: 4.1682 1.3993 -0.4718
C: 2.6875 1.2309 -0.4752
N: 2.0465 0.2782 0.1057
N: 2.6461 -0.5929 0.9860
C: 1.9092 -0.9073 2.0853
N: 2.4645 -1.7248 2.9701
S: 0.3581 -0.2447 2.3178
C: 1.7710 2.2509 -1.0527
C: 2.2147 3.3104 -1.8285
C: 1.3030 4.2620 -2.2579
C: -0.0204 4.1351 -1.8747
C: -0.3874 3.0521 -1.0955
N: 0.4708 2.1156 -0.6965
H: 4.6937 0.4512 -0.3723
H: 4.4755 2.0559 0.3460
H: 4.5070 1.8512 -1.4007
H: 3.6408 -0.7702 0.9339
H: 3.3822 -2.1227 2.8497
H: 1.9583 -1.9524 3.8102
H: 3.2574 3.3977 -2.0922
H: 1.6247 5.0927 -2.8693
H: -0.7619 4.8643 -2.1651
H: -1.4116 2.9267 -0.7647
N: -1.8265 -0.1348 -3.9090
C: -0.9194 -0.1298 -4.9996
C: -1.4142 -0.0358 -6.2877
C: -0.5412 -0.0293 -7.3674
C: 0.8245 -0.1065 -7.1539
C: 1.3187 -0.1900 -5.8586
C: 0.4487 -0.2092 -4.7815
S: 1.1217 -0.3571 -3.1497
N: -0.2495 -0.0644 -2.1760
C: -1.4570 -0.0242 -2.6150
C: -2.5197 0.1721 -1.5730
C: -3.8680 0.2814 -1.8667
C: -4.7727 0.4848 -0.8315
C: -4.2953 0.5889 0.4609
C: -2.9306 0.4743 0.6732
N: -2.0567 0.2600 -0.3081
H: -2.8021 -0.0879 -4.1427
H: -2.4827 0.0244 -6.4525
H: -0.9343 0.0381 -8.3711
H: 1.5092 -0.1024 -7.9891
H: 2.3858 -0.2555 -5.6905
H: -4.2317 0.2144 -2.8811
H: -5.8296 0.5697 -1.0396
H: -4.9575 0.7551 1.2972
H: -2.5150 0.5541 1.6711
C: -2.9786 -3.4804 -1.7318
N: -2.8927 -3.1197 -0.3273
C: -1.7737 -2.8184 0.3541
Se: -0.0578 -2.6258 -0.3388
N: -2.1184 -2.6308 1.6429
C: -3.4862 -2.7887 1.8059
C: -4.3180 -2.6603 2.9079
C: -5.6701 -2.8589 2.6869
C: -6.1691 -3.1791 1.4186
C: -5.3348 -3.3132 0.3220
C: -3.9813 -3.1059 0.5448
H: -2.0122 -3.2929 -2.1935
H: -3.7476 -2.8751 -2.2106
H: -3.2335 -4.5345 -1.8314
H: -1.4306 -2.3890 2.3469
H: -3.9339 -2.4311 3.8918
H: -6.3570 -2.7772 3.5166
H: -7.2305 -3.3369 1.2969
H: -5.7217 -3.5793 -0.6510

Cartesian forces (eV/Å) of the 2 atoms listed first:
-0.5 -0.8 0.6
0.0 0.1 0.0

Density functional theory data (the ωB97M-V functional and the def2-TZVPD basis) for a structure of composition C28H28Br2Cl2N4OOsS2.

Output
**Total charge**: +2
**Spin multiplicity**: 5
**Kohn-Sham gap (alpha / beta)**: 7.54 / 5.89 eV
**<S²>**: 6.037

CARTESIAN COORDINATES (ANGSTROEM)
Os: 0.1435 0.1947 0.1326
C: 0.3125 1.3185 -3.2720
C: -0.3279 2.2594 -2.3022
C: -0.7809 3.4986 -2.7963
C: -1.3817 4.4118 -1.9817
C: -1.6130 4.0933 -0.6287
C: -2.2780 4.9263 0.3072
Br: -2.8791 6.6300 -0.2037
C: -2.5015 4.4953 1.5842
C: -2.0913 3.2070 1.9788
Br: -2.4706 2.5967 3.7090
C: -1.4420 2.3750 1.1051
O: -1.0845 1.1160 1.3962
C: -1.1677 2.8367 -0.1926
N: -0.4795 1.9547 -1.0106
H: -0.1522 1.4399 -4.2494
H: 0.2146 0.2858 -2.9605
H: 1.3736 1.5524 -3.3791
H: -0.6358 3.7124 -3.8463
H: -1.7110 5.3663 -2.3714
H: -3.0028 5.1358 2.2966
Cl: 2.0181 0.8789 2.2508
C: 1.5462 -0.3205 3.4195
C: 2.0144 -0.1593 4.7095
C: 1.6698 -1.0940 5.6715
C: 0.8666 -2.1724 5.3410
C: 0.4095 -2.3174 4.0445
Cl: -0.5820 -3.6881 3.6785
C: 0.7347 -1.3935 3.0417
S: 0.1191 -1.7086 1.4163
H: 2.6406 0.6875 4.9531
H: 2.0313 -0.9808 6.6846
H: 0.5874 -2.9057 6.0847
C: 1.4869 -5.0382 -1.7235
N: 2.2679 -3.8088 -1.3844
C: 2.7185 -3.8326 0.0442
C: 1.4838 -2.5601 -1.7191
C: 2.3204 -1.3091 -1.6350
C: 3.5552 -1.2942 -2.2799
C: 4.3679 -0.1724 -2.2703
C: 3.9244 0.9781 -1.6339
C: 2.6789 0.9833 -1.0299
C: 1.8467 -0.1503 -0.9948
H: 2.0825 -5.9122 -1.4748
H: 1.2542 -5.0274 -2.7845
H: 0.5719 -5.0285 -1.1362
H: 3.1077 -3.8025 -1.9630
H: 1.8422 -3.9823 0.6687
H: 3.1919 -2.8831 0.2788
H: 3.4210 -4.6524 0.1687
H: 0.6494 -2.5426 -1.0242
H: 1.0901 -2.7107 -2.7257
H: 3.9059 -2.1634 -2.8317
H: 5.3297 -0.1931 -2.7650
H: 4.5392 1.8684 -1.6228
H: 2.3471 1.9086 -0.5658
S: -1.7205 -1.0704 -1.3433
C: -3.0957 -0.2945 -0.6661
N: -3.5348 -0.4396 0.5707
C: -4.7386 0.3503 0.8492
C: -5.0594 0.9513 -0.5400
N: -3.8918 0.5394 -1.3332
H: -3.0538 -1.0098 1.2470
H: -4.5268 1.1164 1.5934
H: -5.5366 -0.2875 1.2205
H: -5.1348 2.0356 -0.5099
H: -5.9755 0.5470 -0.9652
H: -3.8154 0.6546 -2.3298

Cartesian forces (eV/Å) of the 2 atoms listed first:
-0.8 -0.3 -0.4
0.0 0.0 0.0

Density functional theory data (the ωB97M-V functional and the def2-TZVPD basis) for a structure of composition C28H28BrFN3NdO3.

Output
**Total charge**: +2
**Spin multiplicity**: 4
**Kohn-Sham gap (alpha / beta)**: 8.08 / 8.25 eV
**<S²>**: 3.754

CARTESIAN COORDINATES (ANGSTROEM)
Nd: -4.0264 -16.4925 -7.3749
C: -10.9655 -19.4763 -8.9684
C: -9.9224 -19.6773 -10.0697
C: -10.5522 -19.4740 -11.4542
C: -9.5925 -19.8056 -12.5893
C: -8.3321 -18.9776 -12.4162
C: -7.4922 -18.7120 -13.4552
C: -6.2955 -17.9948 -13.2796
F: -5.5437 -17.7916 -14.3628
C: -5.9027 -17.5767 -12.0416
C: -6.7608 -17.8527 -10.9535
C: -6.3035 -17.5133 -9.5944
O: -5.1591 -17.0077 -9.3529
C: -7.1560 -17.7978 -8.4819
C: -8.3561 -18.4170 -8.7483
N: -8.7430 -18.7930 -9.9721
C: -7.9802 -18.5020 -11.1019
C: -6.4912 -17.4218 -7.1766
O: -5.5727 -18.1788 -6.7493
O: -6.5119 -16.2255 -6.8250
H: -11.7244 -20.2705 -9.0221
H: -11.4939 -18.5345 -9.0647
H: -10.5144 -19.5689 -7.9759
H: -9.5256 -20.6994 -9.9844
H: -10.8639 -18.4153 -11.5431
H: -11.4794 -20.0630 -11.5134
H: -10.0571 -19.5892 -13.5468
H: -9.3658 -20.8798 -12.6137
H: -7.7326 -19.0576 -14.4383
H: -4.9525 -17.0535 -11.9319
H: -8.9985 -18.7621 -7.9700
Br: -0.0094 -20.1658 -4.3002
C: -0.9875 -19.8710 -5.8922
C: -1.0794 -20.9038 -6.8209
C: -1.8136 -20.6809 -7.9756
C: -2.4420 -19.4673 -8.1230
N: -2.3403 -18.4540 -7.2468
C: -1.6102 -18.6371 -6.1273
H: -0.6328 -21.8550 -6.6313
H: -1.8956 -21.4131 -8.7650
H: -3.0967 -19.2962 -8.9733
H: -1.5378 -17.8388 -5.4186
C: -5.7466 -11.6572 -3.9044
N: -6.4188 -12.8603 -4.5171
C: -6.4521 -12.7753 -5.9831
C: -5.8991 -14.2240 -4.0147
C: -4.4430 -14.4732 -4.2424
C: -3.6070 -14.2634 -3.1514
C: -2.2322 -14.4084 -3.2151
C: -1.6629 -14.8093 -4.4092
C: -2.5307 -15.1066 -5.4720
C: -3.9137 -14.9724 -5.4652
H: -6.2126 -10.7960 -4.3283
H: -4.7238 -11.7016 -4.2093
H: -5.8568 -11.7010 -2.8348
H: -7.3723 -12.8388 -4.1775
H: -5.4473 -12.8523 -6.3343
H: -6.8496 -11.8229 -6.2766
H: -7.0696 -13.5596 -6.3791
H: -6.5390 -14.9329 -4.5534
H: -6.1533 -14.2673 -2.9451
H: -4.0562 -14.0073 -2.1907
H: -1.6331 -14.2442 -2.3315
H: -0.5994 -14.8738 -4.5310
H: -1.9991 -15.4467 -6.3593

Cartesian forces (eV/Å) of the 2 atoms listed first:
-0.9 -0.5 0.5
0.2 -0.5 0.1